(1)
Molecular formula: C4H6BrClO2
Method: DFT, ωB97M-V/def2-TZVPD

Atoms and positions in Å:
C: 0.3229 0.0302 2.3932
C: -3.6511 2.0847 -1.5245
C: -6.1623 -1.2993 0.7377
Br: -1.8923 0.0059 -0.5321
H: 0.2246 1.1520 2.3963
C: -3.3734 1.2364 -0.5208
H: -4.4782 2.7813 -1.3682
H: 0.9834 -0.1126 3.2406
H: -0.6112 -0.5033 2.6504
O: -5.6114 -1.9394 1.5054
H: 0.6477 -0.0697 1.3673
Cl: -4.2836 1.1454 0.8323
O: -6.6211 -0.6502 -0.0558
H: -3.0904 2.3912 -2.3901

* 2S+1: 1
* energy relative to the best compared isomer or geometry (same formula, charge and spin): 0.3104 eV
* gap between HOMO and LUMO: 10.16 eV
* M: 201.4 g mol⁻¹



(2)
Molecular formula: C4H6BrF6LiO7S2
Method: DFT, ωB97M-V/def2-TZVPD

Atoms and positions in Å:
O: -23.5691 14.3739 29.0541
O: -20.4604 10.5994 27.9017
O: -20.0293 12.9849 28.2240
Li: -19.5197 14.4140 29.4961
O: -21.5800 12.2680 26.4916
H: -19.3567 13.3683 32.9603
F: -18.5723 13.0694 25.8425
S: -20.4695 11.9276 27.3277
S: -22.8265 15.2005 29.9648
O: -18.4815 13.8960 31.1574
C: -19.4306 15.4853 32.6812
H: -20.4439 15.3805 32.3201
F: -18.0249 11.1005 26.5882
Br: -18.4395 16.5046 28.4017
F: -19.4542 11.2928 24.9583
H: -18.9164 16.2331 32.0740
H: -18.3967 12.9407 31.0697
C: -23.3159 14.4339 31.5798
F: -22.7350 15.0321 32.6376
O: -21.3776 15.0960 29.9425
H: -19.4958 15.8216 33.7188
F: -24.6411 14.5464 31.7716
C: -19.0517 11.8508 26.1247
C: -18.7097 14.1667 32.5640
F: -22.9941 13.1326 31.6491
O: -23.3255 16.5538 30.1194
H: -17.7484 14.0736 33.0792

* 2S+1: 1
* total charge: -2
* energy relative to the best compared isomer or geometry (same formula, charge and spin): 0.0000 eV
* gap between HOMO and LUMO: 6.52 eV
* M: 431.1 g mol⁻¹



(3)
Molecular formula: C4H6BrFO2
Method: DFT, ωB97M-V/def2-TZVPD

Atoms and positions in Å:
H: -0.5438 -2.3187 -0.4949
O: 0.6280 0.9847 0.8521
O: 1.1512 0.1082 -1.1521
H: -2.3356 -2.3073 -0.7936
Br: -2.6004 0.7760 -0.8922
C: -1.3472 -1.7941 -0.8637
H: -1.0623 -1.4864 -1.8733
C: 0.4361 0.3717 -0.2470
H: 1.8826 2.5088 1.6723
C: 1.9443 1.5707 1.0499
H: 2.2865 1.7659 0.0742
F: -1.7119 -0.5539 1.2269
C: -1.3764 -0.5369 -0.1326
H: 2.6488 0.9111 1.5741

* 2S+1: 1
* energy relative to the best compared isomer or geometry (same formula, charge and spin): 0.8654 eV
* gap between HOMO and LUMO: 10.11 eV
* M: 185.0 g mol⁻¹



(4)
Molecular formula: C4H6BrN2
Method: DFT, ωB97M-V/def2-TZVPD

Atoms and positions in Å:
C: -0.4005 -1.1713 -0.2394
C: 1.9178 0.1737 0.4754
H: 1.4172 1.9104 -0.7256
H: -3.1888 -1.9233 -1.4935
H: 2.5745 -0.5407 0.7948
C: -2.6802 -2.1056 -0.5952
H: 3.1331 1.6149 -0.2599
C: 2.0788 1.2235 -0.2821
N: 0.0998 -0.2426 0.4449
N: -1.5381 -1.8296 -0.1541
H: -0.6662 0.1957 0.9495
Br: 0.8294 -2.0814 -1.4598
H: -3.4238 -2.7872 -0.0294

* 2S+1: 1
* total charge: +1
* energy relative to the best compared isomer or geometry (same formula, charge and spin): 3.9784 eV
* gap between HOMO and LUMO: 9.70 eV
* M: 162.0 g mol⁻¹